Below is the ion C7H12BrN2O with charge +1, with properties calculated with wB97M-V/def2-TZVPD.

Structure (XYZ):
```
23
Properties=species:S:1:pos:R:3
C -2.1089 -1.8720 0.1474
O -1.1202 -0.8361 0.0731
C 0.1635 -1.1911 0.0088
N 0.7657 -2.3869 -0.0290
C 2.1388 -2.1969 -0.0320
C 2.3407 -0.8634 0.0566
Br 4.0792 -0.0408 0.0299
N 1.1516 -0.1710 0.0762
C 1.0704 1.3659 0.1289
C -0.0274 1.6657 1.1420
C 0.7404 2.0306 -1.2233
H -2.0195 -2.7662 -0.6210
H -3.1248 -1.5696 -0.0144
H -2.0792 -2.3751 1.0969
H 0.2838 -3.2407 -0.1668
H 2.7624 -3.0544 0.1908
H 1.9820 1.8303 0.4304
H -0.9183 1.0940 0.8582
H -0.2671 2.7586 1.1671
H 0.1748 1.3658 2.2111
H 0.5849 2.9646 -0.8728
H -0.0151 1.4534 -1.7049
H 1.6017 2.0352 -2.0351
```

For the largest force on an atom, the calculation gives 0.102 hartree/bohr. The calculated total energy is -3032.4049 Ha. As for the net charge: +1. For the HOMO energy, the calculation gives -13.078 eV. Its spin multiplicity is 1. Its energy above the lowest of the compared OMol25 structures with the same formula, charge and spin is 34.3 kcal per mole. Its SMILES is COc1[nH+]cc(Br)n1C(C)C. Its molar mass is 220.09 g mol⁻¹. The calculation puts the HOMO-LUMO gap at 10.3 eV.

---

Below is a structure of composition C12H12N2O5Tc, with properties calculated with wB97M-V/def2-TZVPD.

Structure (XYZ):
```
32
Properties=species:S:1:pos:R:3
Tc -0.0066 -0.2183 0.0015
O -0.0322 5.8376 0.0000
C -0.0872 4.5460 0.0000
C -1.2978 3.7957 -0.0001
C -1.2056 2.4278 -0.0001
N -0.0389 1.7777 0.0001
C 1.1102 2.4650 -0.0001
C 1.1514 3.8329 -0.0001
C 2.3060 1.4665 0.0000
O 3.4391 1.8096 0.0001
O 1.7888 0.2621 0.0001
C -2.3720 1.3932 0.0000
O -3.5129 1.7126 0.0000
O -1.8222 0.2072 0.0002
H -0.8789 6.3203 0.0001
H -2.2601 4.2902 -0.0002
H 2.0800 4.3905 -0.0002
C -0.8536 -5.2469 -1.1804
C 0.0225 -4.7487 -0.0025
C 1.4710 -5.2473 -0.1283
C -0.6197 -5.2427 1.3240
C 0.0146 -3.3371 -0.0006
N 0.0035 -2.1749 0.0027
H -0.8592 -6.3342 -1.1706
H -0.4407 -4.9056 -2.1278
H -1.8782 -4.8952 -1.0911
H 1.4692 -6.3352 -0.1248
H 2.0878 -4.9010 0.6997
H 1.9300 -4.9055 -1.0552
H -0.6247 -6.3300 1.3183
H -1.6436 -4.8913 1.4205
H -0.0370 -4.8970 2.1753
```

For the largest force on an atom, the calculation gives 0.073 hartree/bohr. The expectation value of S² is 0.775. The calculated total energy is -1030.2875 Ha. As for the net charge: +2. For the HOMO energy (alpha / beta), the calculation gives -17.633 / -17.770 eV. Its spin multiplicity is 2. Its energy above the lowest of the compared OMol25 structures with the same formula, charge and spin is 31.4 kcal per mole. Its molar mass is 362.24 g mol⁻¹. The calculation puts the HOMO-LUMO gap (alpha / beta) at 6.0 / 6.8 eV.

---

Below is a cluster of 2 separate species, C21H23Br2N3O2 in total, with properties calculated with wB97M-V/def2-TZVPD.

Structure (XYZ):
```
51
Properties=species:S:1:pos:R:3
C -5.5806 1.2942 2.9356
O -5.1966 0.2091 2.0685
C -3.9203 -0.2431 2.1721
C -2.9564 0.3714 3.0134
C -1.6134 0.0529 2.8599
C -1.2053 -0.8683 1.8485
C 0.1324 -1.0516 1.3953
C 1.2314 -0.2705 1.8452
C 2.5310 -0.8531 2.0509
C 3.6431 -0.0768 2.2041
Br 5.3775 -0.8312 2.3141
C 3.5658 1.4150 2.1519
O 4.5714 2.1344 2.0793
C 2.1830 1.9670 2.1056
Br 1.9933 3.8468 2.0468
C 1.0964 1.1469 1.9818
C -2.2159 -1.6263 1.1864
C -3.5408 -1.3003 1.3097
H -6.6228 1.4834 2.6746
H -5.4977 0.9983 3.9896
H -4.9706 2.1897 2.7535
H -3.2633 1.1122 3.7531
H -0.8803 0.5317 3.5050
H 0.3375 -1.9671 0.8301
H 2.6125 -1.9465 2.0672
H 0.1022 1.5926 1.9238
H -1.8913 -2.4219 0.5194
H -4.3111 -1.8193 0.7344
C -1.0303 1.1507 -2.4293
C -1.1356 0.1882 -1.2615
N 0.1189 -0.3312 -0.8149
C 1.0384 -0.5043 -1.7366
N 2.2231 -1.0593 -1.3499
C 3.4190 -1.1253 -2.1539
C 3.0041 -1.3323 -3.5859
C 1.9781 -0.3023 -4.0046
N 0.8987 -0.1873 -3.0591
C -0.2704 0.5309 -3.5619
H -2.0354 1.4297 -2.7571
H -0.5265 2.0607 -2.0973
H -1.5937 0.6914 -0.4037
H -1.8250 -0.6325 -1.5508
H 2.3103 -1.1455 -0.3331
H 4.0279 -1.9483 -1.7798
H 3.9971 -0.2032 -2.0525
H 2.6028 -2.3417 -3.7160
H 3.8885 -1.2424 -4.2206
H 1.5725 -0.5540 -4.9874
H 2.4838 0.6672 -4.1002
H -0.9212 -0.1719 -4.0984
H 0.0640 1.2934 -4.2650
```

For the largest force on an atom, the calculation gives 0.046 hartree/bohr. The calculated total energy is -6276.7378 Ha. For the HOMO energy, the calculation gives -7.064 eV. Its spin multiplicity is 1. Its SMILES is COc1ccc(C=C2C=C(Br)C(=O)C(Br)=C2)cc1.C1CN=C2NCCCN2C1. Its molar mass is 509.24 g mol⁻¹. The calculation puts the HOMO-LUMO gap at 6.2 eV.

---

Below is a structure of composition C30H71BeN10O11, with properties calculated with wB97M-V/def2-TZVPD.

Structure (XYZ):
```
123
Properties=species:S:1:pos:R:3
Be -0.1163 0.3663 -0.9182
O -0.4171 -0.6965 1.1806
H -0.4530 -1.6513 1.3849
C -3.9708 -1.0772 2.1557
O -4.9473 -1.2986 1.4530
N -3.8903 -0.3147 3.2511
C -2.6469 -0.1214 4.0305
C -5.1399 0.1988 3.8127
H -2.9571 -1.3690 1.8403
H -2.8045 -0.4563 5.0558
H -2.3183 0.9171 3.9884
H -1.8390 -0.7083 3.5936
H -6.0361 -0.2887 3.4288
H -5.2667 0.0024 4.8773
H -5.3136 1.2181 3.4679
C -2.8174 2.1980 0.3273
O -2.1132 1.7462 -0.5333
N -2.8288 3.4702 0.7601
C -3.5337 3.8324 1.9681
C -1.8540 4.4806 0.3049
H -3.5272 1.5858 0.9048
H -4.3798 3.1653 2.1331
H -3.9051 4.8405 1.7843
H -2.7586 3.8259 2.7344
H -1.1886 4.7040 1.1388
H -1.1202 4.1796 -0.4428
H -2.3266 5.3787 -0.0928
C 2.8087 -0.7911 1.1899
O 2.2684 -0.0963 0.3081
N 4.0959 -0.7556 1.5875
C 4.6140 -1.8212 2.4904
C 5.1033 0.1917 1.1901
H 2.1783 -1.6000 1.5905
H 5.1872 -1.4731 3.3496
H 5.2701 -2.3330 1.7864
H 3.8294 -2.4831 2.8571
H 5.5949 0.7010 2.0189
H 5.8370 -0.2523 0.5172
H 4.7011 1.0351 0.6288
C -3.2087 -1.3370 -2.4169
O -2.0917 -0.8389 -2.0995
N -3.6766 -2.5379 -2.0394
C -5.0077 -2.9414 -2.4998
C -3.0248 -3.2877 -0.9510
H -3.8435 -0.9466 -3.2274
H -5.4001 -2.4563 -3.3935
H -5.6461 -2.6831 -1.6550
H -4.9205 -4.0030 -2.7314
H -3.5471 -3.2697 0.0055
H -2.8656 -4.3115 -1.2895
H -2.0024 -2.9742 -0.7404
C 1.8114 -2.1915 -2.3820
O 0.9672 -1.5802 -1.7641
N 1.7223 -3.4498 -2.8961
C 2.9283 -4.1690 -3.1322
C 0.5600 -4.2325 -2.9888
H 2.8708 -1.8927 -2.3576
H 2.9323 -5.1677 -2.6955
H 3.8087 -3.6534 -2.7484
H 3.1805 -4.3263 -4.1809
H 0.4471 -4.8193 -2.0772
H -0.3667 -3.6912 -3.1790
H 0.6940 -5.0177 -3.7330
C 1.6211 3.4433 0.0676
O 0.9850 2.4905 -0.3344
N 1.8455 4.5527 -0.7316
C 2.7712 5.5565 -0.2751
C 1.4465 4.6550 -2.1264
H 2.1336 3.4666 1.0418
H 2.2722 6.5242 -0.3274
H 3.7203 5.4721 -0.8044
H 2.9708 5.3686 0.7799
H 0.4526 4.2175 -2.2212
H 1.5893 5.6637 -2.5140
H 2.0746 3.9375 -2.6543
C 3.1176 0.9753 -2.4286
O 2.0204 1.4808 -2.5856
N 3.8485 0.2313 -3.3180
C 5.1283 -0.4228 -3.0182
C 3.2880 0.0661 -4.7301
H 3.6445 1.1917 -1.4865
H 5.9592 0.0679 -3.5251
H 5.2271 -1.4591 -3.3414
H 5.3747 -0.3884 -1.9570
H 3.0029 -0.9796 -4.8458
H 2.3792 0.6281 -4.9454
H 3.9957 0.4349 -5.4726
C 0.7921 1.9648 3.3257
O 0.6969 3.1466 3.0782
N 1.2430 1.4562 4.5039
C 1.1449 -0.0094 4.8988
C 1.7313 2.3764 5.5464
H 0.3504 1.1603 2.7175
H 0.2956 -0.0219 5.5818
H 2.0746 -0.4261 5.2864
H 0.8151 -0.5710 4.0248
H 2.7394 2.0564 5.8101
H 1.7457 3.4363 5.2922
H 1.0253 2.2599 6.3686
C 0.2780 -5.6205 2.8941
O -0.0218 -6.3670 3.8655
N -0.0901 -4.3210 2.8245
C 0.3019 -3.5693 1.6693
C -0.9608 -3.6952 3.8338
H 0.9467 -5.9408 2.0803
H 1.1538 -4.0200 1.1602
H 0.5972 -2.5968 2.0631
H -0.5694 -3.5901 1.0147
H -0.5492 -2.8538 4.3911
H -1.7887 -3.2184 3.3090
H -1.2971 -4.2819 4.6886
C -1.1332 1.6110 -4.1863
O -0.7060 1.5343 -2.9957
N -2.4222 1.8476 -4.5172
C -2.9256 1.8983 -5.8986
C -3.3854 2.2371 -3.4786
H -0.4042 1.3825 -4.9791
H -2.1327 1.6593 -6.6074
H -3.2709 2.9107 -6.1085
H -3.7511 1.2473 -6.1861
H -4.3103 2.7146 -3.8021
H -3.5195 1.3858 -2.8114
H -2.9023 2.9722 -2.8349
```

For the largest force on an atom, the calculation gives 0.079 hartree/bohr. The calculated total energy is -2575.2941 Ha. As for the net charge: +1. For the HOMO energy, the calculation gives -10.260 eV. Its spin multiplicity is 1. Its molar mass is 756.97 g mol⁻¹. The calculation puts the HOMO-LUMO gap at 8.5 eV.

---

Below is a structure of composition C7H5FN2O, with properties calculated with wB97M-V/def2-TZVPD.

Structure (XYZ):
```
16
Properties=species:S:1:pos:R:3
C 1.9790 2.0805 1.9664
C 1.2798 1.4560 1.2172
C 0.4152 0.7365 0.3523
C 0.3834 -0.5778 0.2404
C -1.4228 -0.6374 -1.2490
C -0.5456 1.5139 -0.4812
C 0.9397 -1.8439 0.6420
N -1.8336 -1.7448 -1.5481
N -1.3510 0.6316 -1.2204
O -0.6420 2.7020 -0.5472
F -2.4198 1.4960 -2.0502
H 2.5853 2.6331 2.6209
H 1.6413 -1.7128 1.4720
H 1.4611 -2.3111 -0.1957
H 0.1404 -2.5170 0.9542
H -2.6105 -1.9047 -2.1739
```

For the largest force on an atom, the calculation gives 0.067 hartree/bohr. The calculated total energy is -554.0843 Ha. For the HOMO energy (alpha / beta), the calculation gives -9.202 / -9.121 eV. Its spin multiplicity is 1. Its energy above the lowest of the compared OMol25 structures with the same formula, charge and spin is 162.8 kcal per mole. Its molar mass is 152.13 g mol⁻¹. The calculation puts the HOMO-LUMO gap (alpha / beta) at 7.8 / 7.7 eV.

---

Below is an isolated molecule of C19H14Cl2N4O2, with properties calculated with wB97M-V/def2-TZVPD.

Structure (XYZ):
```
41
Properties=species:S:1:pos:R:3
C 0.7022 1.5826 -4.0594
C 1.3243 0.5897 -3.0841
N 2.6392 0.3633 -3.1047
C 2.8597 -0.6860 -2.2273
C 4.0239 -1.3598 -1.8927
N 5.2237 -1.0081 -2.5440
O 5.3500 -1.2316 -3.7670
O 6.0754 -0.4931 -1.8308
C 3.9520 -2.3635 -0.9081
Cl 5.4335 -3.1159 -0.3606
C 2.7326 -2.7883 -0.3801
Cl 2.5685 -4.1608 0.7849
C 1.5822 -2.1165 -0.7293
C 1.6648 -1.0442 -1.6269
N 0.6697 -0.2397 -2.1415
C -0.8018 -0.4173 -1.9718
C -1.3531 0.0468 -0.6475
C -2.1524 -0.8225 0.0773
C -2.5956 -0.4365 1.3350
C -2.2504 0.7878 1.9440
N -2.6691 1.0926 3.2682
C -2.7474 2.3300 3.8450
C -3.1897 2.2355 5.1159
C -3.4295 0.8236 5.3615
C -3.0830 0.1565 4.2336
C -1.4289 1.6812 1.2107
C -1.0246 1.3190 -0.0950
H 1.3979 1.8290 -4.8458
H -0.2061 1.1800 -4.4773
H 0.3951 2.5365 -3.5719
H 0.6515 -2.4048 -0.2883
H -1.3662 0.0804 -2.7411
H -0.9721 -1.4889 -2.1027
H -2.4052 -1.8319 -0.2231
H -3.1982 -1.0753 1.9353
H -2.5115 3.2839 3.3539
H -3.3159 3.0552 5.8175
H -3.8798 0.3737 6.2252
H -3.1362 -0.8873 4.1387
H -1.1484 2.6261 1.6156
H -0.3812 1.9985 -0.6413
```

For the largest force on an atom, the calculation gives 0.062 hartree/bohr. The calculated total energy is -2022.2186 Ha. For the HOMO energy, the calculation gives -8.761 eV. Its spin multiplicity is 1. Its energy above the lowest of the compared OMol25 structures with the same formula, charge and spin is 27.2 kcal per mole. Its SMILES is Cc1nc2c([N+](=O)[O-])c(Cl)c(Cl)cc2n1Cc1ccc(-n2cccc2)cc1. Its molar mass is 401.25 g mol⁻¹. The calculation puts the HOMO-LUMO gap at 8.5 eV.

---

Below is an isolated molecule of C20H14N2O7, with properties calculated with wB97M-V/def2-TZVPD.

Structure (XYZ):
```
43
Properties=species:S:1:pos:R:3
O 4.6732 2.2437 -1.5371
C 4.5751 1.2780 -0.8126
C 3.7886 1.3526 0.5064
O 2.4703 0.8348 0.3359
C 2.1266 -0.2878 0.9480
O 2.8652 -0.9845 1.5990
C 0.6908 -0.6345 0.7110
C 0.3448 -1.9845 0.6914
C -0.9588 -2.3657 0.4491
C -1.9506 -1.4066 0.2613
C -1.6296 -0.0466 0.3342
C -0.3002 0.3285 0.5336
N 0.0596 1.7494 0.5445
O 0.0340 2.3053 -0.5216
O 0.3955 2.2112 1.6040
C -2.6887 0.9978 0.2877
O -2.4734 2.1304 0.6614
C -4.0087 0.5511 -0.1926
C -4.9750 1.5117 -0.4788
C -6.2320 1.1325 -0.9155
C -6.5409 -0.2125 -1.0581
C -5.5925 -1.1760 -0.7644
C -4.3189 -0.8082 -0.3364
C -3.3375 -1.8657 -0.0292
O -3.6203 -3.0457 -0.0388
N 5.1347 0.0972 -1.1430
C 5.2908 -1.1106 -0.3993
C 6.6689 -1.6963 -0.2640
C 5.6508 -2.3579 -1.1468
H 4.2961 0.8240 1.3179
H 3.6651 2.4105 0.7523
H 1.1204 -2.7157 0.8603
H -1.2403 -3.4072 0.4061
H -4.7153 2.5522 -0.3543
H -6.9725 1.8848 -1.1411
H -7.5226 -0.5094 -1.3946
H -5.8158 -2.2282 -0.8600
H 5.6462 0.1275 -2.0174
H 4.6197 -1.2071 0.4407
H 6.9324 -2.1691 0.6686
H 7.4876 -1.1771 -0.7382
H 5.2135 -3.2896 -0.8240
H 5.7865 -2.2889 -2.2156
```

For the largest force on an atom, the calculation gives 0.019 hartree/bohr. The calculated total energy is -1406.6464 Ha. For the HOMO energy, the calculation gives -9.267 eV. Its spin multiplicity is 1. Its SMILES is O=C(COC(=O)c1ccc2c(c1[N+](=O)[O-])C(=O)c1ccccc1C2=O)NC1CC1. Its molar mass is 394.34 g mol⁻¹. The calculation puts the HOMO-LUMO gap at 7.6 eV.

---

Below is a structure of composition C27H44LuN3OP3, with properties calculated with wB97M-V/def2-TZVPD.

Structure (XYZ):
```
79
Properties=species:S:1:pos:R:3
Lu -0.2372 -1.8098 2.1477
P -0.2707 0.4102 -3.1574
P -2.6012 -2.6844 1.0829
P 2.9479 1.0938 -0.5525
H -0.1439 -4.2648 3.3095
C 0.6311 -3.4836 3.2260
C 0.6050 -2.3241 4.0996
H -0.1558 -2.2586 4.9004
C -0.6016 0.1345 -4.8962
C -1.7182 0.0602 -2.1741
C 0.3491 2.0453 -2.8036
C -3.3694 -3.9845 2.1199
C -3.9760 -1.4857 0.8167
C -2.5808 -3.4938 -0.5646
C 4.3124 0.5816 0.5738
C 3.3300 2.8783 -0.7553
C 3.6217 0.4561 -2.1398
H 1.5826 -3.8376 2.7983
H 1.5726 -1.8858 4.3924
H -1.0628 1.0419 -5.3115
H -1.2957 -0.7067 -5.0198
H 0.3329 -0.0787 -5.4310
H -2.5707 0.5780 -2.6253
H -1.5475 0.4304 -1.1585
H -1.9080 -1.0177 -2.1491
H -0.3906 2.7595 -3.1784
H 1.3079 2.2150 -3.3032
H 0.4715 2.1691 -1.7228
H -4.3909 -3.6598 2.3610
H -2.7886 -4.1240 3.0443
H -3.4132 -4.9436 1.5851
H -4.9358 -2.0188 0.7247
H -3.7826 -0.9198 -0.1081
H -4.0342 -0.7793 1.6589
H -3.6102 -3.7125 -0.8883
H -2.0133 -4.4310 -0.4935
H -2.0962 -2.8417 -1.3036
H 5.0812 1.3669 0.6179
H 4.7433 -0.3712 0.2333
H 3.8809 0.4332 1.5741
H 4.4046 3.0589 -0.6136
H 2.7559 3.4177 0.0128
H 2.9952 3.2204 -1.7460
H 4.7164 0.4458 -2.0894
H 3.2741 1.0838 -2.9676
H 3.2603 -0.5636 -2.3121
C 1.8277 -2.3541 -1.1607
C 1.8535 -3.3382 -2.1896
C 2.9481 -4.1820 -2.2419
C 3.8487 -4.1923 -1.1613
C 3.5877 -3.4896 0.0212
C 2.4990 -2.6202 0.0753
O 1.2849 -1.1800 -1.4488
H 0.6963 -0.4999 -2.5873
H 1.1066 -3.2683 -2.9860
H 3.0796 -4.8160 -3.1313
H 4.7064 -4.8565 -1.2211
H 4.2200 -3.6137 0.9055
H 2.3379 -1.9963 0.9602
N -5.0828 7.5848 0.7452
C -4.3561 6.6803 0.9091
C -3.4472 5.5774 1.1430
C -2.2024 5.8360 1.7338
C -1.3353 4.7793 2.0302
C -1.7252 3.4641 1.7385
C -2.9632 3.1836 1.1408
C -3.8165 4.2533 0.8374
N -0.8239 2.4065 2.0405
C 0.4933 2.5201 2.5156
C 1.0147 1.2746 2.5842
N 0.0065 0.3679 2.2224
C -1.0708 1.1042 1.8765
H -1.9102 6.8638 1.9714
H -0.3574 4.9864 2.4677
H -3.2608 2.1558 0.8895
H -4.7790 4.0779 0.3552
H 0.9446 3.4704 2.7483
H 2.0052 0.9393 2.8500
H -2.0115 0.6819 1.5524
```

For the largest force on an atom, the calculation gives 0.105 hartree/bohr. The calculated total energy is -3553.2408 Ha. As for the net charge: +3. For the HOMO energy (alpha / beta), the calculation gives -15.411 / -15.398 eV. Its spin multiplicity is 1. Its energy above the lowest of the compared OMol25 structures with the same formula, charge and spin is 77.3 kcal per mole. Its molar mass is 694.56 g mol⁻¹. The calculation puts the HOMO-LUMO gap (alpha / beta) at 5.9 / 4.8 eV.

---

> Which of these has the lowest calculated total energy?

C21H23Br2N3O2